Entry 1:
Density functional theory data (ωB97M-V with the def2-TZVPD basis set) for a 2-piece molecular cluster, C15H18F3N3O11PS overall at a distorted geometry.

Output
- Molar mass: 536.35 g mol⁻¹
- Kohn-Sham gap: 2.823 eV
- 2S+1: 1
- Highest occupied orbital energy: -3.592 eV
- Total charge: -1

Each line ends with the Löwdin charge.
Atoms and positions in Å:
C 2.861 4.623 2.201  -0.09
C 1.436 4.130 2.155  -0.27
O 1.361 2.788 2.718  -0.22
P 0.659 1.559 1.978  0.46
C -0.736 1.088 2.917  -0.14
C -2.017 1.713 3.067  -0.62
O -2.864 1.290 3.857  -0.03
O -2.329 2.779 2.205  -0.09
C -3.445 2.410 1.342  -0.24
C -3.129 1.177 0.531  -0.10
O 0.474 1.709 0.520  -0.32
O 1.711 0.383 2.422  -0.24
C 1.466 -0.944 1.946  -0.31
C 2.599 -1.902 2.278  -0.08
H 2.908 5.592 1.702  0.07
H 3.204 4.729 3.233  0.07
H 3.519 3.933 1.663  0.08
H 0.758 4.780 2.725  0.12
H 1.085 4.073 1.117  0.10
H -0.557 0.324 3.651  0.05
H -4.339 2.210 1.953  0.11
H -3.649 3.269 0.696  0.11
H -3.707 1.140 -0.391  0.05
H -2.066 1.134 0.270  0.07
H -3.399 0.281 1.102  0.08
H 0.536 -1.320 2.397  0.11
H 1.330 -0.926 0.852  0.10
H 2.343 -2.865 1.823  0.06
H 3.548 -1.578 1.839  0.07
H 2.704 -2.045 3.359  0.07
O -2.356 -4.409 -2.466  -0.26
S -2.355 -3.040 -2.909  0.79
O -2.903 -2.651 -4.188  -0.27
C -3.246 -2.021 -1.589  -0.60
F -4.527 -2.395 -1.479  0.15
F -2.642 -2.176 -0.383  0.14
F -3.216 -0.702 -1.921  0.11
C -0.704 -2.339 -2.729  -0.22
C -0.433 -0.980 -3.010  0.11
C 0.897 -0.698 -3.346  -0.08
N 1.374 -0.006 -4.464  -0.15
O 0.843 0.740 -5.265  0.09
O 2.711 -0.460 -4.670  0.05
N 3.062 -1.398 -3.719  0.15
C 1.946 -1.568 -2.968  -0.14
C 1.634 -2.725 -2.170  -0.06
N 2.583 -3.499 -1.397  -0.30
O 3.708 -3.019 -1.152  0.09
O 2.200 -4.630 -1.008  0.05
C 0.313 -3.172 -2.235  0.06
H -1.190 -0.246 -3.232  0.14
H 0.036 -4.138 -1.830  0.13

Entry 2:
Density functional theory data (ωB97M-V with the def2-TZVPD basis set) for C15H18I2NO4Pd as an isolated structure at a distorted geometry.

Output
- Molar mass: 636.54 g mol⁻¹
- Kohn-Sham gap (spin up / spin down): 8.187 / 4.937 eV
- 2S+1: 5
- ⟨S²⟩: 6.0288
- Highest occupied orbital energy (spin up / spin down): -18.112 / -18.801 eV
- Total charge: +3

Each line ends with the Löwdin charge.
Atoms and positions in Å:
Pd -0.233 0.335 -0.751  1.25
C 0.022 -2.687 0.176  -0.03
O 0.839 -1.557 -0.178  -0.28
C 1.907 -1.893 -1.079  -0.14
C 2.590 -0.614 -1.518  -0.12
O 1.664 0.361 -2.025  -0.23
C 1.352 0.330 -3.430  -0.11
C 0.235 -0.643 -3.757  -0.15
O -0.795 -0.491 -2.775  -0.30
C -1.967 -1.279 -3.042  -0.03
H 0.570 -3.325 0.870  0.12
H -0.245 -3.270 -0.707  0.11
H -0.876 -2.310 0.659  0.08
H 1.509 -2.455 -1.927  0.13
H 2.631 -2.521 -0.556  0.16
H 3.346 -0.842 -2.270  0.15
H 3.080 -0.142 -0.667  0.14
H 2.242 0.081 -4.007  0.15
H 1.049 1.348 -3.674  0.15
H 0.572 -1.683 -3.776  0.14
H -0.162 -0.401 -4.745  0.15
H -2.375 -1.017 -4.019  0.11
H -2.695 -1.056 -2.268  0.09
H -1.726 -2.344 -3.039  0.11
I -4.801 -0.103 2.080  1.48
C -2.985 0.708 2.653  -0.55
C -2.814 1.244 3.928  -0.15
C -1.595 1.811 4.306  -0.58
I -1.463 2.529 6.248  1.37
C -0.499 1.894 3.379  -0.17
C 0.750 2.487 3.653  0.02
C 1.704 2.555 2.671  0.04
C 1.424 2.020 1.408  -0.04
N 0.273 1.427 1.143  0.05
C -0.682 1.358 2.089  -0.13
C -1.926 0.709 1.683  -0.39
O -2.046 0.201 0.545  -0.09
H -3.640 1.222 4.629  0.11
H 0.957 2.900 4.632  0.10
H 2.662 3.020 2.856  0.14
H 2.145 2.092 0.603  0.14